i) {
  "formula": "C5H11NO2",
  "method": "ωB97M-V/def2-TZVPD",
  "e_lumo_ev": 0.3702,
  "multiplicity": 1,
  "homo_lumo_gap_ha": 0.33765,
  "homo_energy_ev": -8.82,
  "elements": ["C", "C", "C", "C", "C", "N", "O", "O", "H", "H", "H", "H", "H", "H", "H", "H", "H", "H", "H"],
  "positions_angstrom": [[-0.469, -0.048, -0.422], [0.508, -0.162, 1.721], [-1.240, 1.209, -0.031], [-1.367, -1.275, -0.502], [1.481, -0.392, -0.354], [2.050, 0.637, -1.046], [1.584, 0.504, 1.578], [1.823, -1.526, -0.278], [-0.186, 0.150, -1.462], [3.061, 0.547, -1.072], [1.761, 1.554, -0.731], [-0.339, 0.265, 2.275], [0.508, -1.257, 1.785], [-1.911, 1.526, -0.837], [-1.784, -1.563, 0.468], [-1.895, 1.040, 0.827], [-0.555, 2.030, 0.201], [-2.198, -1.110, -1.196], [-0.832, -2.130, -0.923]],
  "lowdin_charge": [-0.323, -0.126, -0.114, -0.098, -0.491, 0.152, -0.089, 0.097, 0.103, 0.120, 0.104, 0.100, 0.107, 0.081, 0.075, 0.069, 0.076, 0.080, 0.077]
}

***

ii) {
  "formula": "C5H11NO2",
  "method": "ωB97M-V/def2-TZVPD",
  "e_lumo_ev": 0.4081,
  "multiplicity": 1,
  "homo_lumo_gap_ha": 0.34453,
  "homo_energy_ev": -8.97,
  "elements": ["C", "C", "O", "H", "H", "H", "H", "H", "H", "C", "C", "C", "N", "O", "H", "H", "H", "H", "H"],
  "positions_angstrom": [[-1.017, -0.206, -1.785], [0.297, -0.587, -2.007], [-1.563, -0.752, 0.303], [-1.749, -1.700, 0.262], [-1.844, -0.824, -2.110], [-1.255, 0.819, -1.543], [0.471, -1.463, -2.624], [0.670, -1.065, -0.663], [1.023, 0.207, -2.145], [1.557, 1.135, 1.338], [0.106, 0.827, 1.136], [-0.231, -0.676, 1.093], [-0.740, 1.763, 1.030], [0.662, -1.470, 0.493], [-1.691, 1.404, 0.940], [-0.464, -1.012, 2.117], [1.715, 2.211, 1.293], [1.889, 0.741, 2.302], [2.162, 0.648, 0.572]],
  "lowdin_charge": [0.012, -0.119, -0.114, 0.096, 0.086, 0.079, 0.077, 0.116, 0.079, -0.039, -0.382, -0.397, 0.150, -0.094, 0.054, 0.153, 0.079, 0.089, 0.076]
}

***

Going by the energies, ii) is most stable and the next is 5.5 kcal/mol up.